[1]
ORCA calculation (wB97M-V/def2-TZVPD) on a single C3H8N2OS molecule in a non-equilibrium geometry.

Calculated values
HOMO level, eV: -8.06
Frontier orbital gap, eV: 8.8501
Energy, eV: -19100.1489

XYZ file:
```
15
Properties=species:S:1:pos:R:3:forces:R:3:nbo_charge:R:1
C -0.991488 -1.479788 -0.318113 0.05 0.26 -0.29 -0.29
C -0.908463 -0.193504 0.476046 0.47 -0.10 0.39 -0.58
C 1.920246 1.714356 0.037615 0.22 -0.04 -0.38 -0.25
N -0.255581 -3.591518 0.539002 1.04 -1.55 -0.02 -0.22
N -0.955256 -2.646587 0.619070 -1.26 1.57 0.18 -0.21
O 1.111471 1.452699 1.163182 -0.37 0.04 0.58 -0.67
S 0.671205 -0.116999 1.424374 -0.18 0.09 -0.37 0.50
H -1.931792 -1.525707 -0.875633 0.01 -0.04 0.05 0.21
H -0.148386 -1.596507 -1.001418 -0.11 -0.08 0.13 0.23
H -0.916301 0.679784 -0.173283 -0.04 0.00 -0.01 0.25
H -1.737709 -0.118879 1.182939 -0.04 0.10 -0.10 0.21
H 2.850426 1.142033 0.070805 -0.04 0.00 0.01 0.18
H 2.144175 2.779871 0.076184 0.01 -0.03 -0.05 0.20
H 1.394736 1.487321 -0.895701 0.02 0.01 0.02 0.17
H -1.660838 -2.490300 1.398306 0.20 -0.20 -0.13 0.28
```
Forces are in eV/Å.


[2]
ORCA calculation (wB97M-V/def2-TZVPD) on a gas-phase ion, C4H12N2S (charge -1).

Calculated values
Spin multiplicity: 2
HOMO level (spin up / spin down), eV: 1.15 / -4.92
Total charge: -1
<S²>: 0.7509
Frontier orbital gap (spin up / spin down), eV: 2.0110 / 8.0176
Energy, eV: -18156.4539

XYZ file:
```
19
Properties=species:S:1:pos:R:3:forces:R:3:nbo_charge:R:1
N 1.214876 -0.195002 1.482955 -0.12 0.18 -0.18 -0.85
C -0.035813 0.013956 0.730688 0.13 -0.71 0.39 -0.08
C -1.138515 -0.895078 1.268911 -0.12 -0.12 0.03 -0.75
S -1.252173 -0.916797 3.076977 0.26 -0.01 -0.01 -0.48
C 0.136795 -0.340315 -0.747486 0.64 0.24 -0.34 -0.28
N 0.999981 0.601408 -1.470477 0.00 -0.23 0.93 -0.66
C 0.324435 1.731671 -2.068363 0.33 -0.33 0.23 -0.41
H 1.353632 -1.186394 1.659764 -0.02 0.08 0.01 0.35
H 1.989759 0.145771 0.919762 -0.03 -0.04 0.02 0.35
H -0.305319 1.055641 0.884600 -0.16 0.22 -0.23 0.18
H -0.972557 -1.910427 0.883479 0.06 0.04 0.24 0.19
H -2.115774 -0.594903 0.892306 0.04 0.17 -0.22 0.20
H -2.132499 -1.952175 3.135518 -0.14 -0.04 -0.02 -0.03
H 0.643622 -1.312953 -0.762369 -0.19 0.04 -0.01 0.19
H -0.822890 -0.469543 -1.254448 -0.26 0.08 0.02 0.17
H 1.672147 0.115545 -2.039164 -0.15 0.22 -0.39 0.36
H -0.313117 2.185842 -1.309574 -0.03 0.06 -0.01 0.20
H 1.061637 2.474512 -2.372943 -0.08 0.07 -0.16 0.19
H -0.308229 1.449240 -2.910137 -0.18 0.09 -0.29 0.16
```
Forces are in eV/Å.


[3]
ORCA calculation (wB97M-V/def2-TZVPD) on a single C4H11NS molecule in a non-equilibrium geometry.

Calculated values
SMILES: CCNCCS
HOMO level, eV: -8.54
Frontier orbital gap, eV: 9.4793
Energy, eV: -16651.0811

XYZ file:
```
17
Properties=species:S:1:pos:R:3:forces:R:3:nbo_charge:R:1
C -2.913647 -0.916747 -1.368239 1.58 -1.31 -0.91 -0.63
C -1.618639 -0.115852 -1.292911 0.07 0.42 1.06 -0.21
N -0.505257 -0.984567 -0.919380 -0.08 -0.60 -0.28 -0.63
C 0.716424 -0.337973 -0.447486 -1.51 -0.07 0.00 -0.23
C 0.471599 0.592190 0.750894 0.96 0.62 -0.22 -0.53
S 2.065732 0.911212 1.604377 -0.26 0.01 0.34 -0.06
H -3.693423 -0.470177 -1.969860 -0.26 0.23 0.32 0.22
H -2.519990 -1.771302 -1.936394 -0.62 -0.18 -0.32 0.21
H -3.231430 -1.407018 -0.450025 -0.27 0.68 0.31 0.21
H -1.681844 0.685546 -0.544853 -0.30 0.30 -0.32 0.16
H -1.401922 0.311981 -2.273184 -0.04 0.17 0.03 0.19
H -0.814426 -1.690826 -0.261855 0.01 0.10 0.04 0.35
H 1.099377 0.229595 -1.295756 0.44 0.00 0.14 0.19
H 1.395435 -1.134614 -0.158532 0.26 0.10 -0.11 0.21
H 0.197370 1.604677 0.453394 -0.19 -0.12 -0.25 0.22
H -0.330494 0.253677 1.399845 0.21 -0.28 0.27 0.22
H 1.953404 0.017430 2.596297 -0.01 -0.07 -0.10 0.12
```
Forces are in eV/Å.


[4]
ORCA calculation (wB97M-V/def2-TZVPD) on 2 unconnected molecules or ions with the total composition BrH3NP in a non-equilibrium geometry.

Calculated values
Spin multiplicity: 3
HOMO level (spin up / spin down), eV: -6.93 / -9.96
<S²>: 2.0060
Frontier orbital gap (spin up / spin down), eV: 7.4079 / 6.9850
Energy, eV: -80866.1379

XYZ file:
```
6
Properties=species:S:1:pos:R:3:forces:R:3:nbo_charge:R:1
N -0.175650 -0.309288 0.534243 2.27 3.60 0.87 -1.18
P 0.859675 0.980046 0.180312 0.70 -1.27 1.58 0.74
Br 2.899943 -0.102710 -0.057940 -0.76 0.63 0.12 -0.27
H -0.547103 -0.744193 -0.230541 -1.58 -1.73 -2.05 0.39
H -0.311491 -0.586483 1.466843 -0.28 -0.85 0.80 0.41
H 0.362862 0.636124 -1.738318 -0.35 -0.38 -1.32 -0.09
```
Forces are in eV/Å.


[5]
ORCA calculation (wB97M-V/def2-TZVPD) on a molecular structure, C25H19F11NO2SbW.

Calculated values
Spin multiplicity: 4
HOMO level (spin up / spin down), eV: -10.49 / -12.20
Total charge: +1
<S²>: 3.8047
Frontier orbital gap (spin up / spin down), eV: 5.4018 / 7.0973
Energy, eV: -70070.3741

XYZ file:
```
60
Properties=species:S:1:pos:R:3:forces:R:3:nbo_charge:R:1
W 0.030514 1.547993 0.491857 0.77 -0.13 0.30 1.93
C -0.830413 3.782417 -0.185136 -0.02 -0.20 0.00 -0.34
C -1.700693 4.078179 0.882351 0.01 -0.10 -0.06 -0.17
C -3.005610 3.630060 0.845774 0.02 0.10 -0.01 -0.16
C -3.468593 2.879623 -0.238819 0.00 0.02 -0.06 -0.14
C -2.619548 2.549196 -1.273293 -0.01 0.08 0.00 -0.21
C -1.286399 2.991430 -1.255581 0.02 -0.03 0.08 -0.24
H 0.154132 4.234520 -0.218561 -0.04 0.05 -0.04 0.27
H -1.335754 4.651649 1.723343 -0.01 0.03 -0.02 0.25
H -3.677501 3.859884 1.661065 0.01 0.00 0.00 0.25
H -4.496043 2.543439 -0.253455 0.01 0.01 -0.01 0.25
H -2.979851 1.974255 -2.115400 0.01 0.01 0.00 0.24
H -0.656618 2.824947 -2.120458 -0.03 0.05 0.00 0.26
O 2.119486 2.929886 3.560174 0.04 -0.07 -0.08 -0.44
C 1.666720 2.211831 2.736471 0.00 0.14 0.17 0.77
O 0.800332 2.679079 1.768705 -0.17 -0.01 -0.03 -0.74
C 1.919620 0.747626 2.609868 -0.07 -0.10 -0.01 0.12
C 2.837889 0.125051 3.444958 0.00 -0.02 0.01 -0.22
C 3.049482 -1.218257 3.275619 0.00 -0.01 0.01 -0.08
C 2.330649 -1.926068 2.297957 -0.03 0.09 -0.05 0.00
C 2.506924 -3.316466 2.095362 -0.01 -0.04 0.00 -0.17
C 1.772302 -3.973891 1.155458 0.04 -0.05 0.03 -0.18
C 0.816162 -3.275403 0.386675 -0.04 0.07 -0.01 -0.13
C 0.620441 -1.936249 0.560099 0.02 -0.05 -0.07 -0.22
C 1.389258 -1.227964 1.499376 -0.08 -0.04 0.09 0.17
N 1.216272 0.121649 1.669859 -0.14 0.39 -0.13 -0.50
H 3.353970 0.715855 4.187229 0.00 0.01 0.00 0.27
H 3.761922 -1.748434 3.895021 0.01 0.01 0.00 0.24
H 3.229416 -3.840490 2.707267 0.01 -0.01 -0.01 0.23
H 1.905825 -5.035770 1.001634 0.01 0.00 0.01 0.24
H 0.223753 -3.807875 -0.346590 0.00 0.01 0.00 0.24
H -0.135111 -1.425878 -0.016353 -0.01 0.02 -0.03 0.23
C -0.916616 -0.273352 -2.005529 -0.02 -0.02 0.19 -0.37
C -0.680606 -1.500746 -2.635828 0.10 -0.12 -0.01 -0.03
C 0.626176 -1.909751 -3.004662 -0.07 -0.01 0.01 -0.21
C 0.833200 -3.131466 -3.606051 0.02 0.00 0.00 -0.20
C -0.240544 -3.984232 -3.858026 -0.02 0.01 0.00 -0.17
C -1.534842 -3.600957 -3.506332 0.02 -0.03 -0.02 -0.21
C -1.758507 -2.381668 -2.907944 0.02 0.06 0.02 -0.18
H -1.910859 0.021909 -1.710513 0.02 0.01 -0.04 0.21
H -0.058350 0.334229 -1.702785 -0.14 0.09 -0.32 0.15
H 1.461387 -1.250053 -2.812821 0.01 0.02 0.00 0.22
H 1.834438 -3.428952 -3.888144 0.00 0.00 0.00 0.23
H -0.070235 -4.941004 -4.332578 0.00 0.00 0.00 0.23
H -2.366493 -4.263337 -3.705549 0.00 0.00 0.00 0.23
H -2.762716 -2.085008 -2.631128 0.00 0.00 0.00 0.22
F 2.873387 2.021184 0.076283 -0.06 -0.06 -0.09 -0.32
C 1.901267 1.526848 -0.755476 -0.11 -0.11 0.19 0.26
F 2.247812 0.234078 -1.030251 -0.01 0.02 -0.04 -0.33
C 2.065174 2.303188 -2.074342 -0.23 0.04 0.00 0.91
F 1.218181 1.818590 -2.997900 0.12 0.04 0.01 -0.31
F 1.760351 3.593426 -1.869068 0.06 -0.01 -0.04 -0.31
F 3.295967 2.219420 -2.543295 0.02 0.00 0.01 -0.28
F -1.596992 0.393281 0.704725 -0.04 -0.03 0.01 -0.65
Sb -2.591341 -0.020029 2.604481 -0.04 -0.08 -0.19 3.18
F -1.128534 -1.133038 2.919633 0.06 -0.04 0.06 -0.65
F -3.398653 -1.381454 1.631508 -0.03 0.04 0.07 -0.64
F -3.325747 -0.163956 4.288139 -0.06 -0.09 0.04 -0.63
F -3.848355 1.195990 1.958879 -0.08 -0.09 0.08 -0.65
F -1.440907 1.441056 2.962080 0.17 0.17 -0.04 -0.66
```
Forces are in eV/Å.


[6]
ORCA calculation (wB97M-V/def2-TZVPD) on a molecular structure, C19H17LiN5O4S4.

Calculated values
HOMO level, eV: -4.80
Total charge: -1
Frontier orbital gap, eV: 7.0969
Energy, eV: -79170.5075

XYZ file:
```
50
Properties=species:S:1:pos:R:3:forces:R:3:nbo_charge:R:1
Li 0.360121 -1.285497 0.042724 -0.07 0.11 -0.03 0.87
O -1.808857 -4.995403 -0.543147 0.04 0.01 0.02 -0.71
C -2.711997 -4.558405 -1.434328 -0.03 0.03 -0.04 0.43
C -3.666331 -5.466016 -1.901972 0.00 0.00 0.00 -0.32
C -4.617014 -5.068642 -2.821009 0.00 0.00 0.00 -0.19
C -4.637328 -3.758944 -3.293851 0.00 0.01 -0.01 -0.28
C -3.693688 -2.858965 -2.832584 -0.01 -0.03 0.01 -0.14
C -2.723258 -3.233075 -1.904312 -0.02 -0.01 0.03 -0.23
C -1.710567 -2.252352 -1.413843 0.09 0.04 -0.07 0.59
O -0.833717 -2.659785 -0.570149 -0.03 -0.08 0.05 -0.83
N -1.790840 -1.034132 -1.901859 -0.03 -0.04 0.00 -0.48
N -0.762974 -0.249498 -1.408877 0.03 0.03 0.21 -0.37
C -0.826347 0.969992 -1.734547 0.02 -0.05 -0.09 -0.08
S 0.386539 2.121955 -1.178662 0.01 0.01 0.04 0.29
C 0.019344 3.307198 -2.493001 0.00 -0.01 -0.01 -0.54
C -1.488513 3.339435 -2.667030 -0.03 -0.01 -0.03 -0.55
S -2.091061 1.631177 -2.787105 0.03 0.01 0.00 0.25
H -1.231683 -4.200274 -0.352934 -0.01 0.00 0.00 0.51
H -3.632971 -6.479101 -1.521821 0.00 0.00 0.00 0.21
H -5.350472 -5.784466 -3.173820 0.00 0.00 0.00 0.20
H -5.382903 -3.447535 -4.014229 0.00 0.00 0.00 0.20
H -3.682744 -1.834066 -3.178125 0.00 0.00 0.00 0.23
H 0.510125 2.996311 -3.415915 0.00 0.01 -0.01 0.21
H 0.410641 4.277950 -2.188409 0.01 0.00 0.00 0.22
H -1.772038 3.855458 -3.585362 0.00 0.01 0.01 0.22
H -1.960996 3.835096 -1.818758 0.01 0.01 0.00 0.21
N 1.649946 4.840710 5.662326 0.02 -0.01 -0.04 -0.80
C 1.764513 3.717204 4.828671 0.00 0.02 0.04 0.17
C 2.036480 2.463196 5.366501 0.00 0.00 0.00 -0.28
C 2.105584 1.348131 4.544493 0.02 0.00 0.01 -0.17
C 1.902940 1.480359 3.183692 -0.02 0.03 -0.06 -0.27
C 1.623137 2.725179 2.635736 -0.01 0.00 0.04 -0.17
C 1.554020 3.836657 3.453485 0.00 -0.01 -0.02 -0.27
S 1.937789 0.047951 2.149400 -0.02 0.05 -0.01 2.30
O 2.331765 -1.064452 2.983123 -0.02 -0.02 0.01 -0.97
O 0.593878 -0.058085 1.568768 0.02 -0.11 -0.03 -1.03
N 3.023593 0.475003 1.081041 0.04 -0.05 0.00 -0.95
C 3.105602 -0.238977 -0.050763 -0.02 -0.01 -0.05 0.29
S 4.423022 0.119127 -1.156332 -0.06 -0.01 0.02 0.32
C 3.826507 -1.087724 -2.247773 0.02 0.00 -0.01 -0.50
C 2.726063 -1.660925 -1.722814 -0.04 0.01 0.02 -0.03
N 2.312545 -1.196888 -0.495136 0.06 0.02 -0.03 -0.63
H 2.171826 4.763923 6.521370 -0.01 0.00 0.00 0.37
H 1.847107 5.712420 5.195855 -0.01 0.01 0.01 0.37
H 2.193881 2.361564 6.434493 0.00 0.00 0.00 0.20
H 2.321975 0.367812 4.947177 0.00 0.00 0.00 0.24
H 1.461435 2.812573 1.569324 0.00 0.00 0.00 0.24
H 1.331516 4.809713 3.029844 0.00 0.00 0.00 0.20
H 4.298505 -1.303774 -3.190684 0.02 0.02 0.01 0.23
H 2.145901 -2.439114 -2.198874 0.00 0.00 0.00 0.21
```
Forces are in eV/Å.


Computed values of energy above the lowest of the compared OMol25 structures with the same formula, charge and spin (unit: kJ/mol) for the preceding records, in sequence: 420.0, 47.3, 68.7, 226.5, 65.6, 0.0.